1.
C4H8N2S2 | the ωB97M-V functional and the def2-TZVPD basis

Properties
LUMO level ... 0.0073 hartree
Energy above the lowest of the compared OMol25 structures with the same formula, charge and spin ... 29.8 kcal/mol
HOMO ... -8.05 eV
Net charge ... 0
Electronic energy ... -1063.0483 Ha

Structure (XYZ):
```
16
C4H8N2S2 the ωB97M-V functional and the def2-TZVPD basis
C 2.449 -0.285 0.253
N 1.081 0.038 -0.095
C 0.740 1.452 -0.120
C 0.164 -0.978 -0.134
N -1.119 -1.028 -0.195
S -2.137 0.322 -0.077
C -3.642 -0.512 -0.036
S -5.091 0.192 0.088
H 2.696 0.048 1.273
H 3.148 0.233 -0.460
H 2.601 -1.356 0.185
H 1.619 2.017 -0.415
H -0.014 1.637 -0.877
H 0.372 1.813 0.828
H 0.631 -1.981 -0.124
H -3.496 -1.611 -0.094
```

***

2.
C4H8N2S2 | the ωB97M-V functional and the def2-TZVPD basis

Properties
LUMO level ... 0.0023 hartree
Energy above the lowest of the compared OMol25 structures with the same formula, charge and spin ... 157.8 kcal/mol
HOMO ... -8.77 eV
Net charge ... 0
Electronic energy ... -1062.8443 Ha

Structure (XYZ):
```
16
C4H8N2S2 the ωB97M-V functional and the def2-TZVPD basis
C 0.463 -2.628 0.144
C 0.044 -1.345 -0.318
C 0.945 -0.207 -0.419
C 0.100 0.591 0.660
H -0.598 -3.607 -0.179
H 0.590 -2.380 1.510
H 1.488 -2.783 -0.630
H -0.577 -1.452 -1.262
H 1.918 -0.375 -0.029
H 0.476 -0.664 -3.218
H -2.095 0.379 1.088
H -1.602 -0.413 2.419
N -0.702 -0.479 0.626
N -1.794 -0.574 1.337
S 0.531 0.427 -2.096
S 0.004 2.086 1.230
```

***

3.
C4H8N3 | the ωB97M-V functional and the def2-TZVPD basis

Properties
LUMO level (alpha / beta) ... -0.2212 / -0.2212 hartree
Energy above the lowest of the compared OMol25 structures with the same formula, charge and spin ... 97.3 kcal/mol
HOMO (alpha / beta) ... -13.06 / -13.06 eV
Net charge ... +1
Electronic energy ... -321.1362 Ha

Structure (XYZ):
```
15
C4H8N3 the ωB97M-V functional and the def2-TZVPD basis
C -3.736 0.608 0.047
N -2.703 -0.113 0.161
C -1.512 -0.284 -0.132
N -0.418 -0.627 -0.411
C 0.866 -1.160 0.010
N 1.647 -0.150 0.575
C 2.553 0.641 -0.223
H -3.761 1.546 -0.500
H -4.641 0.255 0.525
H 0.668 -1.975 0.716
H 1.335 -1.558 -0.894
H 1.291 0.285 1.412
H 2.230 0.696 -1.263
H 2.630 1.649 0.174
H 3.548 0.186 -0.197
```

***

4.
C4H8N3 | the ωB97M-V functional and the def2-TZVPD basis

Properties
LUMO level (alpha / beta) ... -0.1737 / -0.1737 hartree
Energy above the lowest of the compared OMol25 structures with the same formula, charge and spin ... 97.3 kcal/mol
HOMO (alpha / beta) ... -13.85 / -13.84 eV
Net charge ... +1
Electronic energy ... -321.1363 Ha

Structure (XYZ):
```
15
C4H8N3 the ωB97M-V functional and the def2-TZVPD basis
C -1.251 -1.058 1.720
C -0.420 -0.342 0.723
N -0.270 0.941 0.516
N 0.539 1.439 -0.433
C 0.849 0.582 -1.552
C 1.025 -0.823 -1.123
N 0.425 -1.368 -0.133
H -0.919 -1.027 2.837
H -1.231 -2.130 1.502
H -2.247 -0.581 1.650
H -0.621 1.709 1.201
H 0.641 2.437 -0.733
H 1.776 0.895 -1.994
H 0.140 0.826 -2.411
H 1.564 -1.501 -1.768
```

***

5.
C4H8N3O | the ωB97M-V functional and the def2-TZVPD basis

Properties
LUMO level (alpha / beta) ... -0.1705 / -0.1705 hartree
Energy above the lowest of the compared OMol25 structures with the same formula, charge and spin ... 205.4 kcal/mol
HOMO (alpha / beta) ... -12.58 / -12.58 eV
Net charge ... +1
Electronic energy ... -396.2089 Ha

Structure (XYZ):
```
16
C4H8N3O the ωB97M-V functional and the def2-TZVPD basis
C 0.937 1.082 -0.562
C 1.266 -1.161 0.468
C 2.326 0.761 -0.230
C -3.413 -0.336 0.220
N -0.023 0.271 -0.205
N -1.236 0.449 -0.042
N 2.350 -0.618 0.147
O -2.190 -0.349 -0.520
H 0.653 1.813 -1.318
H 1.301 -2.128 0.863
H 3.006 1.127 -0.919
H 2.563 1.262 0.671
H -3.054 -0.600 1.322
H -4.034 -1.074 -0.327
H -3.706 0.657 0.371
H 3.255 -1.155 0.061
```

***

6.
C4H8N3O | the ωB97M-V functional and the def2-TZVPD basis

Properties
LUMO level ... -0.2073 hartree
Energy above the lowest of the compared OMol25 structures with the same formula, charge and spin ... 153.2 kcal/mol
HOMO ... -14.77 eV
Net charge ... +1
Electronic energy ... -396.2922 Ha

Structure (XYZ):
```
16
C4H8N3O the ωB97M-V functional and the def2-TZVPD basis
C -2.425 1.002 0.445
C 1.889 0.724 0.272
C 1.486 -0.664 0.317
C -0.020 -0.919 -0.979
N -1.252 0.978 -0.049
N -2.194 -1.049 -0.104
N -1.093 -0.376 -0.338
O -3.054 -0.190 0.439
H -2.899 2.023 0.771
H 1.994 1.061 -0.722
H 2.872 0.792 0.730
H 1.270 1.263 0.918
H 2.252 -1.399 -0.016
H 1.106 -1.073 1.298
H -0.238 -1.980 -1.197
H 0.305 -0.193 -1.785
```

***

7.
C4H8N3O | the ωB97M-V functional and the def2-TZVPD basis

Properties
LUMO level ... -0.1067 hartree
Energy above the lowest of the compared OMol25 structures with the same formula, charge and spin ... 90.9 kcal/mol
HOMO ... -13.59 eV
Net charge ... +1
Electronic energy ... -396.3913 Ha

Structure (XYZ):
```
16
C4H8N3O the ωB97M-V functional and the def2-TZVPD basis
C -1.959 1.378 0.090
C -2.059 0.120 -0.408
C -0.035 0.350 0.491
C 2.012 -0.089 0.513
N -0.704 1.497 0.621
N -0.858 -0.484 -0.147
N 2.313 -0.870 -0.514
O -0.492 -1.739 -0.541
H -2.674 2.174 0.100
H -2.863 -0.372 -0.917
H 2.335 0.942 0.461
H 2.022 -0.544 1.495
H 2.421 -0.475 -1.437
H -0.346 2.325 1.073
H 2.121 -1.859 -0.469
H -1.234 -2.355 -0.410
```

***

8.
C4H8N3O2 | the ωB97M-V functional and the def2-TZVPD basis

Properties
LUMO level ... -0.1773 hartree
Energy above the lowest of the compared OMol25 structures with the same formula, charge and spin ... 134.2 kcal/mol
HOMO ... -14.74 eV
Net charge ... +1
Electronic energy ... -471.5471 Ha

Structure (XYZ):
```
17
C4H8N3O2 the ωB97M-V functional and the def2-TZVPD basis
C -0.688 0.028 -0.323
C 1.166 -0.081 1.660
C 0.410 1.237 1.352
C 1.453 -0.536 0.279
N -1.746 -0.182 -1.023
N 0.585 -0.420 -0.658
N -1.780 -1.410 -2.409
O -0.813 0.867 0.729
O -1.215 -1.004 -3.386
H 2.061 -0.011 2.282
H 0.542 -0.890 2.089
H 0.081 1.797 2.205
H 1.029 1.812 0.655
H 2.460 -0.641 0.079
H -2.490 0.266 -0.560
H -1.449 -2.287 -1.935
H -2.884 -1.507 -2.415
```

***

9.
C4H8N3O2 | the ωB97M-V functional and the def2-TZVPD basis

Properties
LUMO level ... -0.2355 hartree
Energy above the lowest of the compared OMol25 structures with the same formula, charge and spin ... 121.5 kcal/mol
HOMO ... -15.16 eV
Net charge ... +1
Electronic energy ... -471.5673 Ha

Structure (XYZ):
```
17
C4H8N3O2 the ωB97M-V functional and the def2-TZVPD basis
N 1.215 -1.888 -0.496
N 2.066 -0.941 0.094
C 1.767 0.345 0.219
O 2.374 1.241 0.700
N 0.371 0.732 -0.346
O 0.322 1.588 -1.187
C -0.723 0.276 0.337
C -1.843 1.314 0.634
C -2.087 0.305 -0.389
H 1.186 -2.734 0.068
H 1.540 -2.144 -1.428
H 3.000 -1.206 0.413
H -0.521 -0.505 1.056
H -1.605 2.325 0.325
H -2.295 1.228 1.612
H -2.732 -0.536 -0.183
H -2.037 0.601 -1.429
```

***

10.
C4H8N3O3 | the ωB97M-V functional and the def2-TZVPD basis

Properties
LUMO level (alpha / beta) ... 0.1348 / 0.1421 hartree
Energy above the lowest of the compared OMol25 structures with the same formula, charge and spin ... 38.5 kcal/mol
HOMO (alpha / beta) ... -2.16 / -3.43 eV
Net charge ... -1
Electronic energy ... -547.0202 Ha

Structure (XYZ):
```
18
C4H8N3O3 the ωB97M-V functional and the def2-TZVPD basis
C 1.827 0.363 0.095
C 1.701 1.847 0.105
C -1.440 -1.404 1.081
C 0.444 -1.471 -0.814
N -1.566 -0.101 1.028
N 0.763 -0.093 -0.630
N -2.421 0.396 0.071
O -3.098 -0.298 -0.659
O 2.905 -0.196 0.285
O -2.337 1.643 0.005
H 2.776 2.377 0.200
H 1.361 2.239 -0.817
H 1.007 2.221 0.947
H -2.217 -2.108 0.496
H -0.582 -1.675 1.618
H 1.063 -2.276 -0.646
H -0.075 -1.812 -1.634
H -0.112 0.347 -0.732
```

***

11.
C4H8N3OS | the ωB97M-V functional and the def2-TZVPD basis

Properties
LUMO level ... -0.1563 hartree
Energy above the lowest of the compared OMol25 structures with the same formula, charge and spin ... 40.6 kcal/mol
HOMO ... -13.66 eV
Net charge ... +1
Electronic energy ... -794.6305 Ha

Structure (XYZ):
```
17
C4H8N3OS the ωB97M-V functional and the def2-TZVPD basis
C 1.295 0.797 -0.104
C -1.182 -0.712 0.393
C 0.119 -1.692 0.836
C -1.184 0.848 0.464
N -1.224 -0.894 -1.081
N 0.059 1.393 0.184
N 2.327 1.466 -0.444
O -2.184 1.457 0.244
S 1.586 -0.992 0.043
H -2.003 -1.143 1.158
H 0.188 -1.576 1.967
H 0.048 -2.754 0.498
H -1.886 -0.309 -1.519
H -0.100 2.439 -0.046
H 2.353 2.476 -0.490
H 3.267 1.127 -0.817
H -1.479 -1.931 -1.284
```

***

12.
C4H8N3S | the ωB97M-V functional and the def2-TZVPD basis

Properties
LUMO level (alpha / beta) ... -0.1924 / -0.1924 hartree
Energy above the lowest of the compared OMol25 structures with the same formula, charge and spin ... 64.9 kcal/mol
HOMO (alpha / beta) ... -12.97 / -12.97 eV
Net charge ... +1
Electronic energy ... -719.3474 Ha

Structure (XYZ):
```
16
C4H8N3S the ωB97M-V functional and the def2-TZVPD basis
C 2.070 1.188 -0.315
C 0.070 -0.094 0.105
C 2.414 -0.866 0.535
C -3.121 -0.194 -0.286
N 2.912 0.210 -0.014
N 0.751 1.075 -0.323
N 1.069 -0.965 0.741
S -2.086 0.756 0.815
H 2.512 2.135 -0.599
H -0.455 -0.627 -0.689
H 3.058 -1.659 0.876
H -4.091 0.294 -0.227
H -3.213 -1.222 0.053
H -2.768 -0.137 -1.314
H 0.183 1.864 -0.608
H 0.695 -1.759 1.250
```

***

13.
C4H8N4 | the ωB97M-V functional and the def2-TZVPD basis

Properties
LUMO level ... 0.0164 hartree
Energy above the lowest of the compared OMol25 structures with the same formula, charge and spin ... 100.2 kcal/mol
HOMO ... -8.12 eV
Net charge ... 0
Electronic energy ... -376.0887 Ha

Structure (XYZ):
```
16
C4H8N4 the ωB97M-V functional and the def2-TZVPD basis
C 1.195 -1.971 1.127
C 0.724 -0.699 0.407
C 1.569 0.322 0.437
N 0.852 1.407 0.035
N -0.441 0.990 -0.191
N -1.144 1.676 -1.257
C -0.565 -0.314 -0.231
N -1.697 -0.908 -0.416
H 0.443 -2.714 0.979
H 1.222 -1.973 2.310
H 2.247 -2.380 0.851
H 2.510 0.496 0.860
H -1.978 1.015 -1.435
H -1.516 2.615 -0.818
H -1.447 -1.706 -0.924
H -2.006 -1.526 0.548
```

***

14.
C4H8N4 | the ωB97M-V functional and the def2-TZVPD basis

Properties
LUMO level ... 0.0192 hartree
Energy above the lowest of the compared OMol25 structures with the same formula, charge and spin ... 86.6 kcal/mol
HOMO ... -8.90 eV
Net charge ... 0
Electronic energy ... -376.1105 Ha

Structure (XYZ):
```
16
C4H8N4 the ωB97M-V functional and the def2-TZVPD basis
H 2.995 -1.156 0.554
N 1.955 -1.319 -0.007
C 1.455 -0.180 -0.047
N 2.245 0.981 0.170
N 0.074 0.059 -0.332
C -0.755 1.204 -0.013
N -2.024 0.945 0.077
C -2.335 -0.561 0.092
C -0.952 -1.155 -0.008
H 2.347 1.409 -0.957
H 1.698 1.993 0.637
H -0.399 2.211 -0.048
H -2.918 -0.552 -0.811
H -2.806 -0.918 1.025
H -0.391 -1.660 0.990
H -0.754 -1.843 -0.899
```

***

15.
C4H8N4O | the ωB97M-V functional and the def2-TZVPD basis

Properties
LUMO level (alpha / beta) ... -0.0005 / -0.0005 hartree
Energy above the lowest of the compared OMol25 structures with the same formula, charge and spin ... 98.3 kcal/mol
HOMO (alpha / beta) ... -8.04 / -8.04 eV
Net charge ... 0
Electronic energy ... -451.3616 Ha

Structure (XYZ):
```
17
C4H8N4O the ωB97M-V functional and the def2-TZVPD basis
H -0.295 -1.865 2.191
N 0.130 -2.017 1.268
C -0.121 -1.052 0.489
C 0.372 -0.673 -1.062
N 1.784 -0.573 -1.050
O -0.275 -1.089 -2.023
C -0.931 0.180 0.558
N -2.271 0.076 0.463
C -0.186 1.206 -0.054
N 1.013 1.729 0.470
H 2.242 -1.404 -1.402
H 2.106 0.270 -1.516
H -2.758 0.813 -0.034
H -2.663 -0.847 0.305
H -0.768 1.960 -0.584
H 0.890 2.260 1.327
H 1.730 1.026 0.654
```

***

16.
C4H8N4O | the ωB97M-V functional and the def2-TZVPD basis

Properties
LUMO level (alpha / beta) ... 0.0088 / 0.0093 hartree
Energy above the lowest of the compared OMol25 structures with the same formula, charge and spin ... 100.7 kcal/mol
HOMO (alpha / beta) ... -6.99 / -6.70 eV
Net charge ... 0
Electronic energy ... -451.3578 Ha

Structure (XYZ):
```
17
C4H8N4O the ωB97M-V functional and the def2-TZVPD basis
H -2.246 1.412 -0.118
N -1.789 1.190 -0.994
C -0.748 0.464 -0.888
N -0.140 -0.002 -2.046
N -0.439 -0.339 0.334
C -1.437 -0.879 1.222
C 0.858 -0.216 0.666
O 1.327 -0.770 1.809
C 1.573 0.644 -0.152
N 2.790 0.789 -0.391
H 0.653 -0.623 -2.026
H -0.617 0.333 -2.871
H -1.426 -0.438 2.222
H -2.461 -0.758 0.869
H -1.221 -1.942 1.332
H 2.263 -0.526 1.877
H 3.059 1.660 -0.847
```